[1]
Formula: C30H68CuF3N4O12
Source: OMol25
Level of theory: wB97M-V/def2-TZVPD

Values from the calculation:
F_max = 2.6 eV/Å
Orbital gap (spin up / spin down) = 8.232 / 6.626 eV
E_HOMO (spin up / spin down) = -9.9 / -9.9 eV

ORCA input file:
```
! RIJCOSX wB97M-V def2-TZVPD def2/J DEFGRID3
* xyz 1 2
Cu -19.33510 -0.95005 8.64290
C -22.97170 -3.03836 9.50914
C -21.54092 -2.63542 9.22224
O -21.17562 -1.48548 8.94721
O -20.62793 -3.55933 9.33470
H -23.06189 -3.80368 10.35547
H -23.35400 -3.69225 8.66950
H -23.57408 -2.12943 9.63905
C -21.60772 -3.38257 13.43505
O -21.35501 -4.26464 12.34613
C -21.43422 -5.70164 12.54636
C -20.66467 -6.34338 11.39975
N -21.45524 -6.10308 10.17283
C -21.59357 -7.27118 9.26346
C -21.89256 -6.88103 7.81466
O -20.82716 -6.16940 7.20629
C -21.19927 -5.87853 5.90814
H -22.32143 -3.79872 14.10452
H -22.06628 -2.43200 13.09994
H -20.65827 -3.17967 13.99370
H -22.52542 -6.07540 12.39668
H -21.04589 -5.97970 13.51386
H -20.37494 -7.36152 11.36258
H -19.73331 -5.88136 11.20669
H -20.99591 -4.48062 9.57391
H -22.48605 -7.86782 9.66790
H -20.75296 -7.97123 9.27543
H -22.79234 -6.26800 7.73428
H -22.22996 -7.72823 7.20380
H -22.08087 -5.19126 5.93138
H -21.41702 -6.84435 5.48851
H -20.31699 -5.44639 5.50379
C -13.66302 1.04588 6.86477
O -14.92134 0.49079 7.31956
C -15.52864 1.16979 8.36780
C -16.71202 0.45848 8.94653
N -17.74268 0.06093 7.97494
C -18.20899 1.11998 7.09535
C -19.26132 0.56151 6.20078
O -19.45382 1.32983 5.01380
C -18.44339 1.17699 4.02070
H -12.99088 1.20594 7.71371
H -13.82136 1.94656 6.26065
H -13.10119 0.29789 6.31627
H -15.82995 2.19653 8.04300
H -14.88781 1.41070 9.18562
H -17.22198 1.13412 9.61621
H -16.49676 -0.46169 9.45754
H -17.39162 -0.57092 7.24146
H -17.40132 1.56844 6.51117
H -18.59324 1.98049 7.67249
H -20.19225 0.62783 6.76843
H -19.10864 -0.48836 5.89187
H -18.74827 0.40973 3.29335
H -17.45139 0.77523 4.42006
H -18.17436 2.15515 3.57088
C -24.48962 7.64318 9.41674
O -23.37654 6.91839 9.01307
C -23.64903 5.55179 8.79902
C -22.39395 4.84941 8.34368
N -21.35994 4.95708 9.29628
C -21.56646 4.60631 10.67518
C -21.81112 3.12850 10.86025
O -23.11146 2.87582 10.42051
C -23.34231 1.52591 10.39773
H -24.21285 8.59299 9.76562
H -25.12949 7.09594 10.14554
H -25.22234 7.92842 8.59480
H -24.44195 5.51137 8.05374
H -24.03152 5.11963 9.71825
H -22.10207 5.39090 7.44910
H -22.65546 3.80623 8.21531
H -20.76796 5.78501 9.19643
H -22.36558 5.11580 11.17645
H -20.69382 4.98594 11.20467
H -21.75632 2.87844 11.89965
H -21.13036 2.46305 10.30004
H -22.66060 0.98211 9.70895
H -24.41271 1.42703 10.09613
H -23.20884 0.97908 11.34346
C -16.31708 -0.94836 17.94497
O -16.68995 -1.62536 16.76829
C -16.26175 -1.20330 15.50582
C -17.46850 -1.24493 14.49971
N -17.25647 -0.43893 13.27169
C -18.29826 0.32562 12.63433
C -19.30017 -0.57965 11.89403
O -18.54967 -1.26258 10.84683
C -18.38610 -2.65005 11.14027
H -15.21888 -0.72578 17.94479
H -16.48813 -1.60084 18.78395
H -16.74140 0.00339 18.15059
H -15.44402 -1.89073 15.10611
H -15.91228 -0.15672 15.49804
H -18.34439 -0.76509 15.13617
H -17.75144 -2.31872 14.26283
H -16.55508 -0.86913 12.63315
H -17.74967 0.97520 11.95353
H -18.77020 0.92573 13.37538
H -20.08424 0.02838 11.36300
H -19.74859 -1.28594 12.55699
H -18.23239 -3.18796 10.23528
H -19.19057 -3.13431 11.68677
H -17.47449 -2.73093 11.79836
C -26.76511 1.14204 15.91805
C -25.63405 1.71018 15.09910
O -24.35177 1.31961 15.81811
C -23.95833 0.09630 15.53647
O -24.48883 -0.61139 14.72448
C -22.67842 -0.22901 16.35219
F -21.93386 0.90550 16.50527
F -23.01307 -0.63055 17.55880
F -21.97186 -1.11292 15.66878
H -26.74220 1.56562 16.85185
H -26.60425 0.08104 16.08167
H -27.66315 1.27829 15.37231
H -25.50651 2.79645 15.10975
H -25.69899 1.33099 14.09625
*
```

Löwdin atomic charge list, values in e, 99 entries: Cu 0.48; C 0.04; C -0.52; O 0.00; O 0.09; H 0.10; H 0.11; H 0.09; C -0.10; O -0.24; C -0.16; C -0.18; N 0.05; C -0.16; C -0.25; O -0.19; C -0.11; H 0.08; H 0.09; H 0.10; H 0.15; H 0.12; H 0.10; H 0.11; H 0.09; H 0.16; H 0.12; H 0.11; H 0.12; H 0.11; H 0.09; H 0.09; C -0.06; O -0.18; C -0.26; C -0.15; N -0.11; C -0.21; C -0.23; O -0.18; C -0.10; H 0.09; H 0.10; H 0.09; H 0.14; H 0.12; H 0.12; H 0.12; H 0.14; H 0.12; H 0.15; H 0.12; H 0.13; H 0.09; H 0.10; H 0.10; C -0.14; O -0.18; C -0.24; C -0.21; N -0.07; C -0.20; C -0.23; O -0.19; C -0.14; H 0.06; H 0.10; H 0.10; H 0.13; H 0.10; H 0.13; H 0.11; H 0.12; H 0.11; H 0.13; H 0.11; H 0.12; H 0.08; H 0.11; H 0.08; C -0.11; O -0.20; C -0.24; C -0.19; N -0.09; C -0.19; C -0.14; O -0.26; C -0.09; H 0.10; H 0.08; H 0.07; H 0.13; H 0.12; H 0.15; H 0.11; H 0.12; H 0.11; H 0.11

***

[2]
Formula: C4H8NO2
Source: OMol25
Level of theory: wB97M-V/def2-TZVPD

Values from the calculation:
SMILES string = CC[C@]1([NH3+])OC1=O
F_max = 4.4 eV/Å
Orbital gap = 10.498 eV
E_HOMO = -14.6 eV
Energy relative to the best compared isomer or geometry (same formula, charge and spin) = 318.90 kJ/mol

ORCA input file:
```
! RIJCOSX wB97M-V def2-TZVPD def2/J DEFGRID3
* xyz 1 1
C -0.32271 0.63492 1.96039
C 0.34224 0.18797 0.57340
C -0.98488 -0.81827 -1.37057
C 0.01467 -1.11948 -0.09728
N 1.05485 1.24231 -0.10611
O -1.24327 1.18125 2.40931
O 0.79657 0.07873 2.02214
H -1.02356 -1.80546 -1.82972
H -0.67127 -0.15476 -2.10853
H -1.92625 -0.51827 -0.91585
H 0.75721 -1.79118 -0.44557
H -0.42678 -1.77906 0.67782
H 1.62259 1.11367 -0.97415
H 1.73095 1.65965 0.56699
H 0.27964 1.88799 -0.36229
*
```

Population analysis type natural (NBO), resulting atomic charges in e: C 0.84; C 0.19; C -0.60; C -0.47; N -0.71; O -0.43; O -0.40; H 0.25; H 0.21; H 0.23; H 0.24; H 0.26; H 0.46; H 0.47; H 0.47

***

[3]
Formula: C8H17ClI2O2PSc
Source: OMol25
Level of theory: wB97M-V/def2-TZVPD

Values from the calculation:
F_max = 3.5 eV/Å
Orbital gap = 6.059 eV
E_HOMO = -15.2 eV
Energy relative to the best compared isomer or geometry (same formula, charge and spin) = 93.06 kJ/mol

ORCA input file:
```
! RIJCOSX wB97M-V def2-TZVPD def2/J DEFGRID3
* xyz 2 1
I -2.92541 -1.07357 -0.27552
I -3.12141 1.46184 -1.05768
Sc 1.55467 0.24150 0.22827
P 0.51952 -0.22529 -2.46469
C -1.03397 -0.31121 -3.48550
C 1.22878 0.96130 -3.69847
H 2.15056 -1.96933 -2.96768
H 1.25576 -1.54910 -4.46056
H 0.46836 -2.54559 -3.18888
C 1.16601 -1.72607 -3.37002
H 2.28246 1.21182 -3.44801
H 1.18991 0.53527 -4.74308
H -0.72945 -0.29728 -4.54506
H -1.67716 0.55860 -3.29527
H 0.65068 1.90625 -3.69600
H -1.59986 -1.21966 -3.23974
C -5.02131 0.71902 1.12090
O -5.70401 -0.06166 1.58061
Cl 3.72017 0.11094 -0.30520
C -0.46427 0.68192 4.06709
C 0.92634 0.12055 4.41813
C 1.69729 -0.27378 3.15311
O 0.97549 0.44615 2.08676
C -0.51870 0.58948 2.54556
H -1.25095 0.02362 4.50558
H -0.61270 1.69194 4.42146
H 0.96055 -0.74592 5.05261
H 1.54425 0.88424 4.94114
H 2.78032 0.01788 3.15583
H 1.53853 -1.31734 2.86681
H -1.08536 -0.25859 2.15159
H -0.86510 1.41204 1.94589
*
```

Population analysis type natural (NBO), resulting atomic charges in e: I 0.01; I 0.09; Sc 1.96; P 0.62; C -0.87; C -0.90; H 0.24; H 0.26; H 0.25; C -0.87; H 0.25; H 0.26; H 0.26; H 0.25; H 0.25; H 0.25; C 0.44; O -0.47; Cl -0.45; C -0.45; C -0.44; C -0.08; O -0.73; C -0.06; H 0.27; H 0.26; H 0.26; H 0.25; H 0.25; H 0.20; H 0.22; H 0.22